1.
{"formula": "C26H33ClCrN4O4Te", "method": "ωB97M-V/def2-TZVPD", "symbols": ["Cr", "Cl", "C", "C", "C", "C", "O", "C", "C", "O", "C", "H", "H", "H", "H", "N", "C", "C", "C", "C", "N", "H", "H", "H", "H", "H", "H", "H", "H", "H", "H", "H", "H", "N", "C", "O", "C", "C", "C", "N", "C", "C", "H", "H", "H", "H", "H", "H", "Te", "C", "C", "C", "C", "C", "C", "H", "H", "H", "H", "H", "C", "C", "C", "O", "H", "H", "H", "H", "H", "H"], "coordinates": [[-0.32, -0.79, 0.72], [5.11, 0.98, 5.17], [3.68, 0.48, 4.35], [2.61, -0.05, 5.09], [1.45, -0.46, 4.48], [1.30, -0.37, 3.08], [0.15, -0.76, 2.55], [2.39, 0.16, 2.34], [2.36, 0.26, 0.92], [1.42, -0.12, 0.20], [3.57, 0.58, 2.99], [2.71, -0.13, 6.16], [0.63, -0.86, 5.06], [3.22, 0.69, 0.39], [4.38, 0.99, 2.40], [-2.37, -1.28, 1.04], [-3.02, -2.48, 1.63], [-2.30, -3.74, 1.19], [-0.96, -3.95, 1.91], [0.21, -4.05, 0.95], [0.69, -2.69, 0.56], [-2.74, -0.45, 1.50], [-2.68, -1.19, 0.08], [-4.06, -2.50, 1.33], [-2.99, -2.38, 2.72], [-2.15, -3.66, 0.10], [-2.94, -4.60, 1.33], [-1.00, -4.84, 2.54], [-0.76, -3.12, 2.58], [-0.08, -4.57, 0.03], [1.04, -4.61, 1.38], [1.14, -2.75, -0.35], [1.45, -2.44, 1.20], [-2.96, 5.68, 2.06], [-2.13, 5.29, 1.07], [-1.68, 6.04, 0.23], [-1.75, 3.82, 1.04], [-1.32, 3.29, -0.15], [-0.95, 1.96, -0.22], [-0.98, 1.17, 0.87], [-1.36, 1.69, 2.05], [-1.76, 3.00, 2.17], [-3.25, 6.65, 2.07], [-3.43, 5.04, 2.66], [-1.24, 3.91, -1.04], [-0.58, 1.54, -1.15], [-1.30, 1.03, 2.90], [-2.04, 3.38, 3.15], [1.64, 1.45, -2.71], [1.38, 2.43, -4.56], [1.51, 3.82, -4.66], [1.32, 4.47, -5.87], [0.99, 3.75, -7.01], [0.86, 2.37, -6.92], [1.06, 1.72, -5.71], [1.77, 4.39, -3.77], [1.43, 5.54, -5.92], [0.84, 4.25, -7.95], [0.62, 1.79, -7.81], [0.98, 0.64, -5.67], [0.75, -1.83, -2.71], [-0.45, -1.00, -2.40], [-1.36, -0.67, -3.53], [-0.83, -0.71, -1.24], [0.42, -2.85, -2.92], [1.50, -1.79, -1.92], [1.23, -1.44, -3.60], [-0.79, -0.08, -4.25], [-2.23, -0.12, -3.19], [-1.66, -1.59, -4.04]], "homo_lumo_gap_ev": [4.591, 4.171], "charge": 1, "de_lowest_kcal_mol": 31.8, "spin_multiplicity": 4}

=====

2.
{"formula": "C26H33F6NO22S", "method": "ωB97M-V/def2-TZVPD", "symbols": ["O", "C", "C", "C", "C", "C", "C", "C", "S", "O", "O", "O", "C", "N", "H", "H", "H", "H", "H", "H", "H", "H", "H", "H", "H", "H", "H", "H", "H", "C", "C", "O", "C", "O", "O", "F", "H", "H", "H", "C", "C", "O", "C", "O", "O", "F", "H", "H", "H", "C", "C", "O", "C", "O", "O", "F", "H", "H", "H", "C", "C", "O", "C", "O", "O", "F", "H", "H", "H", "C", "C", "O", "C", "O", "O", "F", "H", "H", "H", "C", "C", "O", "C", "O", "O", "F", "H", "H", "H"], "coordinates": [[3.20, 1.95, 1.44], [2.87, 0.81, 1.24], [1.95, -0.02, 2.10], [2.33, -1.46, 1.74], [1.32, -2.59, 1.94], [-0.13, -2.19, 1.62], [-0.85, -1.66, 2.86], [-2.25, -1.02, 2.69], [-2.85, -0.65, 1.08], [-1.88, 0.12, 0.38], [-4.19, -0.14, 1.27], [-2.98, -2.06, 0.36], [2.90, -1.35, 0.30], [3.27, 0.07, 0.09], [2.09, 0.20, 3.16], [0.92, 0.26, 1.85], [3.20, -1.67, 2.37], [1.60, -3.40, 1.26], [1.38, -2.97, 2.96], [-0.66, -3.06, 1.25], [-0.11, -1.45, 0.81], [-0.97, -2.51, 3.54], [-0.22, -0.94, 3.39], [-2.27, -0.03, 3.14], [-3.02, -1.62, 3.17], [-3.93, -2.25, 0.29], [2.23, -1.68, -0.49], [3.83, -1.92, 0.28], [2.76, 0.49, -0.68], [5.38, -1.09, -2.68], [5.97, -2.47, -2.88], [4.90, -3.32, -2.49], [3.73, -2.64, -2.68], [2.66, -3.14, -2.63], [3.98, -1.34, -2.90], [7.04, -2.70, -2.07], [5.53, -0.75, -1.66], [5.77, -0.36, -3.38], [6.26, -2.71, -3.90], [9.82, 0.34, -1.56], [10.71, 0.11, -2.77], [9.78, -0.23, -3.78], [8.58, 0.31, -3.45], [7.65, 0.38, -4.18], [8.60, 0.76, -2.18], [11.57, -0.92, -2.59], [9.65, -0.60, -1.03], [10.18, 1.10, -0.88], [11.28, 0.98, -3.09], [4.29, -6.30, -2.92], [3.21, -6.04, -3.95], [3.17, -7.27, -4.65], [3.62, -8.26, -3.83], [3.51, -9.42, -4.05], [4.21, -7.72, -2.74], [3.54, -5.05, -4.81], [5.26, -6.04, -3.33], [4.14, -5.79, -1.97], [2.22, -5.83, -3.53], [-6.05, 2.84, 0.19], [-5.83, 1.79, -0.87], [-6.58, 2.30, -1.97], [-6.66, 3.65, -1.82], [-7.05, 4.40, -2.66], [-6.25, 4.02, -0.59], [-6.33, 0.59, -0.51], [-6.95, 2.63, 0.77], [-5.20, 2.97, 0.85], [-4.79, 1.67, -1.17], [-5.19, 3.22, 4.09], [-3.78, 3.18, 3.53], [-3.20, 2.11, 4.25], [-4.19, 1.27, 4.64], [-4.02, 0.16, 5.03], [-5.39, 1.86, 4.47], [-3.09, 4.32, 3.78], [-5.22, 3.86, 4.98], [-5.95, 3.53, 3.37], [-3.72, 2.97, 2.46], [-9.63, 6.41, 0.25], [-9.20, 7.47, 1.25], [-8.53, 6.70, 2.23], [-8.06, 5.56, 1.64], [-7.27, 4.83, 2.13], [-8.62, 5.41, 0.42], [-10.25, 8.10, 1.82], [-10.60, 6.00, 0.53], [-9.65, 6.75, -0.78], [-8.51, 8.21, 0.86]], "homo_lumo_gap_ev": 10.113, "charge": 0, "de_lowest_kcal_mol": 0.0, "smiles": "O=C1C[C@@H](CCCCS(=O)(=O)O)CN1.O=C1OC[C@@H](F)O1.O=C1OC[C@@H](F)O1.O=C1OC[C@@H](F)O1.O=C1OC[C@@H](F)O1.O=C1OC[C@@H](F)O1.O=C1OC[C@@H](F)O1"}

=====

3.
{"formula": "C26H33FN5O4SeSiW", "method": "ωB97M-V/def2-TZVPD", "symbols": ["W", "C", "C", "N", "C", "C", "C", "O", "O", "C", "O", "C", "C", "C", "F", "C", "C", "C", "N", "C", "C", "N", "C", "C", "H", "H", "H", "H", "H", "H", "H", "H", "H", "H", "H", "H", "H", "H", "H", "H", "H", "H", "C", "C", "C", "C", "C", "C", "N", "N", "Si", "C", "C", "C", "H", "H", "H", "H", "H", "H", "H", "H", "H", "H", "H", "H", "H", "H", "H", "O", "C", "Se"], "coordinates": [[0.21, 0.21, 0.04], [-1.88, -6.92, 2.50], [-2.84, -5.74, 2.62], [-2.40, -4.60, 1.78], [-1.65, -3.67, 2.34], [-1.16, -2.57, 1.67], [-0.31, -1.62, 2.44], [0.01, -1.78, 3.57], [0.10, -0.55, 1.71], [-1.46, -2.39, 0.30], [-1.10, -1.36, -0.39], [-2.23, -3.43, -0.32], [-2.53, -3.37, -1.69], [-3.27, -4.34, -2.29], [-3.53, -4.20, -3.60], [-3.81, -5.45, -1.57], [-3.47, -5.51, -0.21], [-2.70, -4.53, 0.42], [-4.60, -6.42, -2.15], [-4.80, -6.52, -3.60], [-5.56, -7.80, -3.94], [-5.09, -8.91, -3.05], [-5.48, -8.65, -1.62], [-5.61, -7.14, -1.39], [-2.25, -7.74, 3.11], [-0.89, -6.65, 2.86], [-1.79, -7.27, 1.47], [-2.88, -5.39, 3.64], [-3.85, -6.01, 2.34], [-1.41, -3.77, 3.39], [-2.18, -2.54, -2.28], [-3.79, -6.36, 0.36], [-3.83, -6.53, -4.09], [-5.37, -5.68, -4.01], [-5.39, -8.06, -4.98], [-6.64, -7.70, -3.80], [-4.08, -8.97, -3.13], [-5.47, -9.80, -3.36], [-4.71, -9.09, -0.98], [-6.43, -9.14, -1.41], [-5.55, -6.94, -0.33], [-6.61, -6.80, -1.70], [-1.67, 1.60, -3.10], [-0.53, 0.64, -3.24], [-0.04, 0.23, -4.46], [1.07, -0.61, -4.51], [1.69, -1.03, -3.35], [1.16, -0.60, -2.15], [0.05, 0.19, -2.11], [1.62, -0.82, -0.85], [3.35, -0.44, -0.42], [3.11, -0.04, 1.42], [3.81, 1.06, -1.44], [4.42, -1.95, -0.66], [-1.37, 2.56, -3.52], [-1.92, 1.75, -2.05], [-2.55, 1.27, -3.64], [-0.50, 0.58, -5.37], [1.46, -0.93, -5.47], [2.56, -1.67, -3.36], [2.51, 0.85, 1.64], [4.09, 0.18, 1.86], [2.71, -0.89, 1.98], [3.05, 1.84, -1.42], [4.00, 0.80, -2.48], [4.74, 1.51, -1.06], [4.08, -2.79, -0.05], [5.44, -1.72, -0.37], [4.44, -2.27, -1.70], [-2.56, 1.84, 1.36], [-1.89, 1.14, 0.81], [0.54, 2.47, 0.08]], "homo_lumo_gap_ev": 6.385, "charge": 3, "de_lowest_kcal_mol": 25.4}

=====

4.
{"formula": "C26H33IrN5O4S", "method": "ωB97M-V/def2-TZVPD", "symbols": ["Ir", "O", "C", "O", "C", "C", "C", "C", "C", "N", "C", "O", "O", "H", "H", "H", "H", "N", "N", "C", "N", "S", "H", "H", "H", "H", "H", "C", "C", "C", "C", "C", "C", "C", "C", "N", "C", "C", "C", "C", "C", "C", "C", "C", "C", "C", "H", "H", "H", "H", "H", "H", "H", "H", "H", "H", "H", "H", "H", "H", "H", "H", "H", "H", "H", "H", "H", "H", "H", "H"], "coordinates": [[-0.23, 1.74, 0.35], [3.03, 1.52, 3.46], [2.23, 1.58, 2.43], [1.05, 1.26, 2.44], [2.85, 2.12, 1.19], [4.20, 2.38, 1.03], [4.62, 2.89, -0.19], [3.69, 3.18, -1.17], [2.35, 2.92, -0.91], [1.96, 2.37, 0.23], [1.21, 3.29, -1.85], [1.46, 3.87, -2.88], [0.04, 2.94, -1.42], [2.58, 1.21, 4.26], [4.88, 2.20, 1.84], [5.67, 3.07, -0.37], [3.96, 3.61, -2.13], [-2.43, 2.13, -0.75], [-2.78, 3.47, -0.63], [-2.38, 4.21, 0.41], [-2.82, 5.46, 0.50], [-1.37, 3.58, 1.62], [-2.16, 1.95, -1.71], [-3.20, 1.53, -0.49], [-3.28, 3.90, -1.40], [-3.43, 5.88, -0.19], [-2.56, 6.02, 1.30], [-2.34, 0.14, 4.71], [-1.80, -0.74, 3.62], [-1.68, -2.12, 3.84], [-1.22, -3.00, 2.84], [-1.12, -4.48, 3.09], [-0.86, -2.48, 1.62], [-0.93, -1.08, 1.35], [-1.45, -0.25, 2.39], [-0.55, -0.48, 0.22], [-0.16, -1.17, -1.00], [1.15, -1.98, -0.80], [1.54, -2.66, -2.11], [1.82, -1.62, -3.19], [0.55, -0.80, -3.41], [-0.58, -1.71, -3.90], [-0.85, -2.77, -2.82], [0.41, -3.59, -2.58], [-1.30, -2.09, -1.53], [0.14, -0.13, -2.10], [-3.31, -0.21, 5.04], [-2.43, 1.18, 4.38], [-1.68, 0.12, 5.58], [-1.96, -2.53, 4.81], [-1.40, -4.73, 4.11], [-0.11, -4.83, 2.91], [-1.78, -5.03, 2.42], [-0.49, -3.17, 0.88], [-1.58, 0.81, 2.18], [1.03, -2.73, -0.02], [1.93, -1.29, -0.48], [2.45, -3.24, -1.93], [2.12, -2.11, -4.12], [2.65, -0.96, -2.89], [0.73, -0.02, -4.15], [-0.29, -2.20, -4.83], [-1.49, -1.14, -4.10], [-1.66, -3.42, -3.15], [0.71, -4.10, -3.50], [0.22, -4.37, -1.83], [-1.56, -2.84, -0.78], [-2.19, -1.48, -1.70], [-0.75, 0.48, -2.28], [0.95, 0.52, -1.76]], "homo_lumo_gap_ev": [6.204, 6.794], "charge": 2, "de_lowest_kcal_mol": 56.1, "spin_multiplicity": 2}

=====

5.
{"formula": "C26H33IrN5O6SSe", "method": "ωB97M-V/def2-TZVPD", "symbols": ["Ir", "N", "C", "C", "C", "C", "C", "C", "S", "O", "O", "N", "C", "N", "C", "C", "C", "N", "H", "H", "H", "H", "H", "H", "H", "H", "H", "O", "C", "N", "C", "O", "C", "C", "C", "C", "C", "C", "H", "H", "H", "H", "Se", "C", "C", "O", "C", "C", "H", "H", "H", "H", "H", "H", "H", "H", "H", "H", "C", "C", "O", "C", "C", "H", "H", "H", "H", "H", "H", "H", "H", "H", "H"], "coordinates": [[-0.11, 0.21, -0.30], [5.81, -2.01, 4.41], [5.26, -1.64, 3.21], [5.08, -2.59, 2.20], [4.60, -2.20, 0.96], [4.28, -0.88, 0.72], [4.47, 0.07, 1.71], [4.96, -0.30, 2.94], [3.61, -0.45, -0.88], [3.23, -1.69, -1.51], [4.51, 0.38, -1.63], [2.21, 0.38, -0.53], [2.29, 1.69, -0.36], [1.08, 2.30, -0.36], [1.01, 3.61, -0.21], [2.16, 4.37, -0.06], [3.36, 3.66, -0.02], [3.43, 2.36, -0.15], [5.80, -2.99, 4.65], [5.71, -1.38, 5.19], [5.32, -3.62, 2.40], [4.48, -2.92, 0.17], [4.23, 1.10, 1.49], [5.13, 0.44, 3.70], [0.03, 4.05, -0.20], [2.12, 5.44, 0.07], [4.31, 4.16, 0.15], [-2.75, 1.34, 1.42], [-2.72, 1.89, 0.34], [-1.78, 1.73, -0.63], [-2.01, 2.56, -1.69], [-1.30, 2.66, -2.67], [-3.29, 3.29, -1.42], [-4.03, 4.18, -2.17], [-5.22, 4.65, -1.62], [-5.67, 4.22, -0.38], [-4.92, 3.32, 0.37], [-3.73, 2.87, -0.16], [-3.71, 4.49, -3.15], [-5.82, 5.36, -2.19], [-6.60, 4.60, 0.01], [-5.28, 2.95, 1.32], [-0.30, 0.52, 2.13], [-3.43, -0.31, -2.61], [-3.67, -0.77, -1.18], [-2.45, -1.12, -0.54], [-2.68, -1.79, 0.70], [-3.02, -3.27, 0.52], [-4.32, 0.21, -2.96], [-3.25, -1.15, -3.27], [-2.59, 0.36, -2.65], [-4.33, -1.65, -1.20], [-4.18, 0.01, -0.60], [-3.47, -1.27, 1.26], [-1.75, -1.70, 1.26], [-3.93, -3.42, -0.06], [-3.15, -3.73, 1.49], [-2.20, -3.76, 0.00], [-0.39, -1.88, -2.63], [0.46, -2.75, -1.72], [0.33, -2.30, -0.38], [1.15, -3.10, 0.47], [1.19, -2.61, 1.90], [-0.04, -1.94, -3.66], [-0.28, -0.83, -2.30], [-1.43, -2.15, -2.58], [1.51, -2.70, -2.02], [0.13, -3.80, -1.77], [2.17, -3.11, 0.07], [0.76, -4.13, 0.44], [1.57, -1.59, 1.94], [1.86, -3.25, 2.47], [0.21, -2.65, 2.36]], "homo_lumo_gap_ev": [7.987, 6.128], "charge": 0, "spin_multiplicity": 6}

=====

6.
{"formula": "C26H33N3O6", "method": "ωB97M-V/def2-TZVPD", "symbols": ["C", "O", "C", "O", "C", "C", "C", "C", "N", "C", "C", "C", "C", "C", "C", "H", "H", "H", "H", "H", "H", "H", "H", "H", "H", "H", "H", "H", "H", "H", "H", "H", "H", "H", "C", "O", "C", "C", "C", "C", "C", "C", "C", "O", "N", "C", "C", "O", "N", "C", "C", "O", "C", "C", "H", "H", "H", "H", "H", "H", "H", "H", "H", "H", "H", "H", "H", "H"], "coordinates": [[-2.55, -0.89, 1.97], [-2.80, -0.06, 0.83], [-2.74, 1.26, 1.07], [-2.38, 1.74, 2.14], [-3.14, 2.08, -0.13], [-4.66, 2.39, -0.06], [-4.75, 3.85, 0.33], [-3.38, 4.47, 0.00], [-2.47, 3.35, -0.10], [-1.13, 3.43, -0.32], [-0.34, 2.28, -0.33], [1.13, 2.34, -0.17], [1.71, 3.78, -0.22], [0.88, 4.76, -1.05], [-0.59, 4.81, -0.60], [-2.72, -1.90, 1.60], [-1.50, -0.77, 2.27], [-3.22, -0.64, 2.80], [-2.88, 1.50, -1.03], [-5.08, 2.22, -1.06], [-5.17, 1.72, 0.64], [-5.55, 4.36, -0.20], [-4.97, 3.93, 1.39], [-3.45, 5.02, -0.94], [-3.07, 5.21, 0.76], [-0.82, 1.32, -0.54], [1.46, 1.92, 0.80], [1.60, 1.68, -0.92], [1.77, 4.18, 0.80], [2.74, 3.77, -0.59], [1.36, 5.74, -0.96], [0.92, 4.46, -2.11], [-1.17, 5.27, -1.42], [-0.71, 5.49, 0.26], [2.14, -3.61, 5.56], [1.22, -4.04, 4.53], [1.06, -3.26, 3.43], [0.06, -3.66, 2.51], [-0.05, -2.98, 1.32], [0.79, -1.89, 1.00], [0.72, -1.32, -0.34], [1.33, -1.90, -1.41], [0.83, -1.62, -2.76], [-0.07, -0.81, -2.98], [1.34, -2.42, -3.80], [0.60, -2.47, -5.04], [2.58, -3.06, -3.73], [3.09, -3.61, -4.71], [3.20, -3.01, -2.48], [4.45, -3.75, -2.38], [2.37, -2.96, -1.34], [2.57, -3.74, -0.41], [1.62, -1.38, 2.03], [1.85, -2.12, 3.17], [1.95, -4.29, 6.39], [3.18, -3.73, 5.22], [1.95, -2.57, 5.86], [-0.60, -4.48, 2.75], [-0.78, -3.30, 0.58], [0.01, -0.53, -0.57], [1.27, -2.82, -5.82], [-0.23, -3.18, -4.93], [0.20, -1.48, -5.27], [4.81, -3.66, -1.35], [4.28, -4.81, -2.62], [5.17, -3.31, -3.08], [2.14, -0.44, 1.86], [2.61, -1.83, 3.90]], "homo_lumo_gap_ev": 6.568, "charge": 0, "de_lowest_kcal_mol": 34.7, "smiles": "COc1ccc(C=C2C(=O)N(C)C(=O)N(C)C2=O)cc1.COC(=O)[C@H]1CCCN1C1=CCCCC1"}

=====

Number 1: strongest force on any atom 1.1 eV/A. Number 2: strongest force on any atom 1.0 eV/A. Number 3: strongest force on any atom 1.3 eV/A. Number 4: strongest force on any atom 3.4 eV/A. Number 5: strongest force on any atom 1.9 eV/A. Number 6: strongest force on any atom 2.6 eV/A.